This record from the OMol25 dataset describes 5 unconnected molecules or ions with the total composition C50H111N3O5P in a non-equilibrium geometry. The level of theory is wB97M-V/def2-TZVPD.

Atoms and positions in Å:
P 4.693 1.726 2.462
O 5.773 2.441 3.422
O -1.289 -1.358 -0.021
O 4.700 2.350 0.835
O 5.264 0.048 2.335
O 1.559 2.525 -6.307
N 3.622 0.242 -1.621
N 2.175 0.280 0.379
N 1.364 -0.712 -1.989
C -12.229 1.102 -1.737
C -11.677 -0.314 -1.560
C -6.768 -4.416 5.160
C 2.697 -2.929 -2.430
C 2.907 1.868 3.139
C -1.371 4.585 -2.228
C 3.807 -3.213 -1.258
C -5.783 -4.147 4.034
C 6.536 0.061 1.553
C 2.089 0.445 3.221
C 3.085 0.423 -5.934
C -8.592 0.201 -1.293
C 5.654 -3.309 -3.317
C 5.956 -1.860 -4.041
C 5.371 -3.051 -1.723
C 10.447 -1.298 7.722
C -3.376 0.039 -0.798
C 9.075 -3.060 6.412
C 6.401 4.025 -0.062
C 4.999 3.789 0.787
C -7.248 -1.935 2.357
C -6.469 -1.681 3.650
C 2.439 1.815 -5.330
C 1.415 3.932 -5.830
C -2.731 5.207 -1.958
C 2.391 -0.081 -1.075
C 0.056 -0.028 -1.664
C 9.308 -2.321 7.735
C -4.104 3.445 -3.268
C -5.347 -2.682 3.949
C -2.687 -1.004 0.260
C 11.808 -1.920 7.452
C -6.386 -1.843 1.108
C -13.173 1.523 -0.621
C -10.823 -0.535 -0.305
C 7.514 -1.348 5.349
C -5.665 5.157 -4.331
C 0.910 -0.337 0.950
C 0.639 0.470 2.390
C 7.325 -1.380 1.562
C -3.871 4.184 -1.945
C -3.580 -0.534 -2.319
C 8.788 -2.166 5.203
C 4.967 -1.502 -5.299
C -3.145 -2.098 -2.543
C -4.391 4.339 -4.477
C 4.617 0.116 -5.428
C -9.604 0.383 -0.174
C 1.297 -2.216 -1.855
C -0.406 -0.184 -0.071
H -4.466 0.310 -0.395
H -8.233 -0.833 -1.331
H 5.914 -0.976 -3.257
H 1.845 0.204 4.364
H -11.411 1.825 -1.819
H 2.402 -0.503 -5.718
H -5.918 -0.857 1.029
H 4.970 4.339 1.820
H -9.017 0.455 -2.268
H 4.139 4.288 0.129
H -4.874 -2.397 4.897
H -1.958 -2.212 -2.600
H 3.704 -4.297 -0.768
H 7.322 4.263 0.623
H -4.795 4.693 -1.645
H 6.226 4.904 -0.823
H -6.209 -4.477 3.083
H -3.532 -2.406 -3.618
H -4.566 -2.592 3.185
H 2.038 1.335 0.425
H -7.176 -1.664 4.488
H -6.341 -4.135 6.127
H -14.023 0.837 -0.550
H 6.647 -2.000 5.499
H -11.449 -0.416 0.586
H -2.790 -0.579 1.370
H 8.692 -2.804 4.316
H -5.598 -2.601 1.103
H 11.851 -2.384 6.463
H 3.111 0.556 -7.118
H 6.355 0.367 0.419
H 9.508 -3.065 8.516
H -9.109 0.166 0.781
H -0.592 5.354 -2.189
H 4.855 -3.967 -3.865
H -4.944 2.752 -3.132
H 5.347 0.551 -6.262
H -7.702 -3.865 5.020
H -0.136 -0.157 3.019
H 2.896 2.384 4.214
H -11.092 -0.576 -2.449
H 1.076 -1.478 1.178
H -3.023 0.231 -3.044
H -2.807 1.087 -0.837
H 3.064 -2.247 -3.309
H 8.384 -1.812 8.035
H 2.347 -4.001 -2.820
H -2.700 5.702 -0.979
H -12.667 1.549 0.348
H -7.014 -5.482 5.197
H 1.221 -2.590 -0.726
H -4.732 -0.438 -2.611
H -12.516 -1.021 -1.534
H 0.304 1.579 2.187
H 7.341 -0.757 4.444
H 8.235 -3.753 6.548
H -6.032 -0.675 3.608
H 7.303 0.863 1.981
H 0.397 -2.720 -2.436
H 3.951 -2.084 -5.306
H -9.915 1.430 -0.124
H -1.133 3.825 -1.478
H 2.446 4.491 -5.822
H 10.479 -0.803 8.701
H 12.587 -1.151 7.491
H -3.545 5.007 -4.669
H -3.671 3.440 -1.164
H -13.563 2.527 -0.817
H 3.321 2.511 -5.002
H -12.774 1.146 -2.687
H 3.654 -2.460 -0.344
H -7.741 -2.913 2.393
H 0.681 4.571 -6.495
H -0.793 -0.368 -2.408
H -4.890 -4.764 4.198
H 0.231 1.132 -1.828
H 4.823 0.719 -4.439
H 1.758 1.589 -4.377
H 5.551 -1.790 -6.299
H 12.046 -2.680 8.202
H -3.233 2.819 -3.493
H 2.339 2.628 2.421
H 2.755 -0.465 2.848
H 6.612 -2.294 1.727
H -7.728 0.852 -1.128
H 4.491 -0.323 -1.500
H 9.946 -3.686 6.187
H 6.677 -3.920 -3.382
H 8.251 -1.353 2.296
H -5.838 5.748 -5.236
H -1.328 4.121 -3.217
H -3.617 -2.842 -1.773
H 9.634 -1.498 5.011
H 7.065 -1.870 -4.480
H -10.484 -1.578 -0.297
H 3.650 1.123 -2.217
H -6.532 4.505 -4.181
H 7.574 -0.653 6.191
H -4.487 3.701 -5.364
H 10.249 -0.511 6.989
H -0.914 0.831 0.244
H 5.847 -2.024 -1.344
H 5.980 -3.893 -1.135
H -3.347 -1.991 0.247
H -7.000 -1.998 0.215
H 7.793 -1.511 0.472
H -2.930 5.994 -2.691
H -5.605 5.852 -3.489
H 1.042 3.864 -4.720
H -8.049 -1.190 2.283
H 6.677 3.074 -0.728

Atomic forces in eV per Å
P 5.15 1.10 2.50
O -4.47 -2.17 -3.82
O -0.10 2.13 0.71
O -0.24 -0.41 3.27
O -0.52 3.17 -1.46
O 1.49 1.00 1.78
N -0.55 0.77 -0.34
N -2.30 -0.76 -4.83
N 0.53 1.72 3.58
C -0.05 -0.14 -0.07
C 0.09 -0.02 -0.10
C -0.14 -0.18 0.00
C -1.10 -0.52 0.32
C -1.22 0.05 0.09
C 0.19 0.18 -0.16
C 0.42 0.42 0.78
C 0.22 0.08 0.10
C 1.97 0.10 -0.88
C -0.45 -0.57 0.71
C -0.22 0.23 -1.05
C 0.13 0.16 -0.08
C 1.67 0.43 0.33
C 0.13 0.08 -0.87
C 0.43 -1.25 0.53
C -0.09 -0.10 0.22
C -0.61 0.54 0.24
C 0.15 -0.08 -0.01
C -0.05 -0.09 -0.26
C 0.09 1.82 -1.71
C 0.00 0.11 0.13
C -0.08 -0.04 0.11
C -0.13 -0.40 0.31
C 0.12 0.11 0.51
C -0.14 -0.09 0.25
C -0.58 -0.45 0.96
C -0.68 1.48 0.89
C -0.11 0.10 -0.01
C 0.08 -0.03 0.01
C 0.01 0.00 -0.10
C -1.83 0.29 0.61
C 0.18 0.13 -0.07
C -0.11 -0.11 -0.19
C -0.04 0.20 0.03
C -0.10 0.07 0.09
C 0.00 0.18 -0.12
C -0.03 0.16 -0.10
C -1.49 -0.12 0.97
C 1.29 -1.27 -0.23
C 0.30 0.25 -0.82
C -0.12 0.11 -0.06
C -0.49 0.32 -0.20
C -0.04 -0.14 0.06
C 0.31 0.66 -0.79
C 0.32 0.30 -1.35
C -0.02 -0.16 -0.01
C 0.25 0.32 -0.74
C -0.04 -0.21 0.13
C 1.46 -3.09 0.29
C 0.27 0.16 -0.88
H 2.48 -0.69 -0.58
H -0.06 0.06 -0.07
H 0.04 -1.83 -1.49
H 0.61 0.69 -2.55
H -0.01 -0.06 -0.01
H 1.16 1.83 -0.27
H 0.00 -0.05 0.01
H 0.37 -1.41 -1.84
H 0.06 -0.05 0.05
H 1.69 -1.21 1.42
H -0.04 -0.04 -0.06
H -2.66 0.12 0.45
H -0.11 2.41 -1.31
H -1.91 -0.47 -1.28
H 0.07 -0.07 -0.03
H 0.45 -1.62 1.66
H 0.01 0.04 -0.03
H 0.74 0.55 2.25
H -0.01 0.02 0.01
H 1.22 -1.35 0.04
H 0.08 0.00 -0.06
H -0.07 0.01 -0.06
H 0.09 0.06 0.04
H 0.05 0.06 0.03
H 0.03 -0.02 -0.07
H 0.34 -0.72 -2.34
H 0.08 0.01 0.06
H -0.01 0.04 0.00
H 0.03 0.00 0.08
H -0.16 -0.30 2.58
H -0.04 -0.63 2.42
H 0.00 0.07 -0.07
H -0.09 0.07 -0.07
H 0.00 -0.14 -0.01
H 1.33 1.51 1.16
H 0.06 0.05 -0.02
H -1.52 -0.73 2.00
H 0.07 -0.04 0.06
H 1.34 1.55 -1.46
H 0.57 -1.17 -2.49
H -0.03 -0.01 0.07
H -0.18 2.33 -0.48
H -1.04 -1.99 1.31
H -1.09 -2.32 0.14
H -0.45 -1.51 1.70
H 0.04 -0.06 -0.02
H 0.88 2.50 0.52
H -0.05 -0.01 -0.14
H -0.08 -0.01 -0.05
H -0.02 0.15 0.07
H -0.17 1.06 -2.35
H 2.52 -0.21 0.71
H 0.08 0.08 0.00
H 0.44 -2.23 0.43
H -0.11 0.01 0.16
H 0.06 0.06 -0.03
H -0.05 -0.05 -0.01
H -1.94 -1.56 -0.70
H 1.71 1.82 1.08
H 1.99 0.90 0.25
H -0.04 -0.01 0.00
H -0.01 -0.05 0.00
H -1.78 -1.16 -0.08
H -0.06 -0.02 -0.14
H -0.02 -0.15 -0.02
H -0.01 -0.06 0.03
H 0.00 0.04 0.00
H -0.01 -0.12 0.10
H -1.54 -1.10 -0.64
H 0.12 0.00 0.07
H 0.13 -1.47 -1.79
H 0.04 0.07 0.03
H 1.38 -1.79 1.27
H 1.81 0.51 1.70
H -0.09 0.07 -0.08
H -0.35 -2.30 0.06
H -0.31 -1.36 -1.72
H 1.49 0.36 -1.75
H -1.49 0.46 2.18
H -0.01 0.02 -0.09
H -0.01 0.00 0.02
H 1.29 -1.57 1.38
H -1.41 2.04 0.69
H 1.40 1.83 -0.05
H -0.01 -0.07 -0.08
H -1.07 1.00 0.50
H -0.06 0.04 0.04
H -2.34 1.24 0.15
H -2.26 -0.25 -1.32
H -0.06 -0.05 0.15
H 0.02 -0.01 0.06
H 1.02 1.58 -1.43
H -0.01 -0.05 0.04
H -2.42 0.09 1.12
H 0.00 0.07 0.01
H -0.03 -2.15 0.49
H 0.06 0.09 0.02
H -0.05 -0.06 -0.08
H 0.09 0.06 0.09
H -0.05 0.00 -0.01
H 0.61 -2.15 -0.63
H -1.06 -2.09 -1.02
H -1.34 1.94 -1.13
H 1.81 1.98 -0.03
H 0.15 0.04 0.05
H -1.02 0.29 2.33
H -0.02 -0.04 0.00
H -0.06 -0.05 -0.06
H 0.47 0.44 -2.01
H 0.06 -0.13 0.05
H -0.81 1.94 1.62

E_LUMO   -5.1 eV
Total charge   +1
HOMO level   -12.0 eV

=====

This record from the OMol25 dataset describes 2 unconnected molecules or ions with the total composition C6H16NS in a non-equilibrium geometry. The level of theory is wB97M-V/def2-TZVPD.

Atoms and positions in Å:
S -1.621 0.038 1.176
N 0.892 -1.345 -0.359
C -0.319 -2.080 -0.758
C -1.253 1.265 -1.140
C 0.422 1.965 0.533
C -0.699 -0.139 2.778
C 1.689 -0.709 -1.501
C -0.799 1.200 0.285
H -0.952 0.315 -1.673
H 1.700 -1.261 -2.390
H -1.404 -0.024 3.605
H -0.067 -0.962 2.906
H -1.090 -2.139 -0.074
H 0.341 2.922 0.050
H -0.127 0.699 2.888
H -0.904 2.105 -1.705
H -2.399 1.381 -1.266
H 1.471 -1.836 0.287
H 1.157 0.242 -1.750
H 2.643 -0.529 -1.170
H -0.491 -1.678 -1.781
H 0.401 2.195 1.680
H 1.365 1.478 0.348
H 0.042 -3.104 -0.970

Atomic forces in eV per Å
S 0.12 -1.01 1.94
N 0.00 -0.52 -2.98
C 2.87 -0.02 -3.18
C -2.46 -1.21 -0.49
C -0.61 0.61 4.16
C -2.62 0.35 -0.42
C -3.32 1.35 2.15
C 0.32 0.85 -2.34
H -0.54 0.93 0.07
H -0.33 -1.49 -1.11
H -0.18 -0.57 -0.24
H 0.54 -1.57 -0.17
H -1.40 0.29 1.20
H 0.29 0.34 -0.36
H 1.72 2.31 0.05
H 0.70 0.47 -0.05
H 1.59 -0.60 0.34
H 0.45 0.10 1.31
H 0.46 -0.58 0.29
H 2.21 0.52 0.82
H -1.02 -0.29 0.99
H 0.57 -0.09 -1.90
H 0.56 -0.21 -0.32
H 0.07 0.02 0.22

2S+1   3
E_LUMO (alpha / beta)   -3.1 / -7.8 eV
<S²>   2.01
Energy above the lowest of the compared OMol25 structures with the same formula, charge and spin   0.00 kJ/mol
Total charge   +1
HOMO level (alpha / beta)   -10.0 / -13.3 eV